No. 1
A molecular structure, C3H11N2. Source: the Open Molecules 2025 dataset; level of theory: wB97M-V/def2-TZVPD.

Summary:
**2S+1**: 2
**HOMO energy (spin up / spin down)**: -15.387 / -15.387 eV
**Net charge**: +2
**Energy**: -6237.773 eV
**Gap between HOMO and LUMO (spin up / spin down)**: 2.22 / 0.82 eV
**Energy relative to the best compared isomer or geometry (same formula, charge and spin)**: 1223.3 kJ/mol
**Molar mass**: 75.1 g/mol

Last column: Mulliken charge in e.
Geometry (Å):
H -2.68 -0.36 -1.30  0.393
H 0.17 2.06 1.01  0.402
N -1.84 -2.68 -0.62  -0.094
N -1.95 1.05 -0.07  0.022
H -0.51 -1.37 0.38  0.478
H -0.70 0.65 1.85  0.322
C -1.71 -0.04 -0.87  -0.196
H -0.96 -2.63 -1.40  0.434
H -1.45 2.18 1.93  0.401
H 31.83 5.80 -0.40  -0.001
H -2.29 -1.39 0.93  0.539
C -1.61 -1.55 0.07  -0.793
H -0.85 0.15 -1.60  0.423
C -0.92 1.59 1.13  -0.697
H 32.12 5.87 0.27  0.001
H -1.88 0.79 1.15  0.368

---

No. 2
C5H11NO in the gas phase. Source: the Open Molecules 2025 dataset; level of theory: wB97M-V/def2-TZVPD.

Summary:
**HOMO energy**: -9.170 eV
**Energy**: -8898.434 eV
**Gap between HOMO and LUMO**: 10.23 eV
**Energy relative to the best compared isomer or geometry (same formula, charge and spin)**: 314.9 kJ/mol
**Molar mass**: 101.1 g/mol

Last column: Mulliken charge in e.
Geometry (Å):
C -1.73 0.67 0.73  -1.385
C -0.94 0.35 -0.54  0.629
H 1.49 -0.14 1.74  0.259
O 1.27 0.51 -1.54  -0.442
H -1.80 1.75 0.91  0.372
H 2.24 1.61 -0.07  0.374
H 3.00 -0.43 0.87  0.346
C 1.91 -0.37 0.76  -1.091
H -1.81 -1.53 -1.11  0.431
H -2.74 0.28 0.62  0.372
H 1.54 -1.34 0.42  0.293
H -0.10 -1.37 -1.55  0.401
H -1.52 0.76 -1.38  0.280
N 0.29 1.16 -0.64  -0.269
H -1.29 0.20 1.62  0.307
C -0.84 -1.16 -0.78  -1.455
C 1.58 0.75 -0.19  0.294
H -0.56 -1.70 0.13  0.284

---

No. 3
A molecular structure, C32H46Cl2O2P4Pb. Source: the Open Molecules 2025 dataset; level of theory: wB97M-V/def2-TZVPD.

Summary:
**HOMO energy**: -12.649 eV
**Net charge**: +2
**Energy**: -105459.686 eV
**Gap between HOMO and LUMO**: 5.95 eV
**Molar mass**: 864.7 g/mol

Last column: Mulliken charge in e.
Geometry (Å):
H 4.76 1.10 -4.77  0.421
P 0.73 -0.36 -2.42  1.280
C 2.38 0.33 -2.45  0.527
O 1.94 -0.70 2.85  -0.668
H -1.60 0.91 3.71  0.518
H 2.52 -3.67 2.92  0.257
C 3.00 0.46 -3.71  -0.491
H 0.74 -4.76 -5.98  0.412
H -4.02 0.20 1.00  0.161
H -3.38 3.35 0.44  0.365
H -4.70 -3.66 2.00  0.467
H 1.71 -0.95 5.80  0.319
C 0.62 -1.79 -3.49  0.679
C -0.02 4.45 2.07  -1.250
H -4.21 -3.10 -0.27  0.545
H 1.82 -4.96 -3.73  0.415
H -3.04 -4.13 2.53  0.316
H 4.88 1.55 -0.48  0.446
C -0.32 0.01 0.22  0.227
H 1.35 -2.60 5.24  0.283
H -3.96 -2.96 3.51  0.360
Cl -1.44 -1.71 4.43  -0.508
Cl 0.00 -3.84 1.26  -0.454
C 2.15 -1.86 5.37  -1.077
C -3.28 -2.52 -0.20  -1.125
H 4.03 0.47 4.60  0.343
H -0.44 -2.66 -6.61  0.435
C -1.87 0.46 -2.82  -0.159
C -0.52 0.84 -2.87  0.105
H -0.88 4.09 -3.81  0.454
P -3.04 -1.95 1.52  0.840
C -0.65 1.43 0.34  2.021
C -0.01 -1.68 -4.75  -0.046
C -1.17 3.08 -3.51  -0.778
C 0.25 -0.92 -0.46  -0.757
H 2.63 0.52 -0.30  0.296
P -1.56 3.55 1.99  1.390
C 4.29 1.00 -3.80  -0.657
H -1.91 3.33 4.35  0.419
H 1.05 1.94 -0.61  0.196
H -2.42 -3.16 -0.46  0.310
H -4.26 -0.26 2.71  0.317
H -5.29 -1.01 1.43  0.464
H 2.92 -2.25 6.04  0.404
H 0.61 4.02 2.85  0.410
H 4.79 -0.17 3.12  0.307
C 4.35 1.24 -1.38  -0.881
C -4.29 -0.63 1.67  -1.178
C -2.87 1.41 -3.07  -0.743
H -2.86 5.05 0.68  0.509
C 4.96 1.40 -2.63  -0.598
C 1.26 -2.98 -3.12  -0.737
C -1.23 0.84 2.68  -1.174
H 0.89 2.43 -3.30  0.429
H 2.48 0.14 -4.61  0.471
C 1.30 -4.05 -4.02  -0.786
C 3.07 0.70 -1.28  -0.045
O 0.52 2.25 0.15  -0.799
H -3.29 3.45 -3.63  0.450
C -3.78 -3.32 2.49  -1.208
H -1.90 3.96 -0.36  0.244
C 0.04 -2.75 -5.63  -0.715
H -3.31 -1.66 -0.88  0.118
C 4.34 -0.44 4.08  -1.127
C -2.51 2.72 -3.42  -0.655
C 0.70 -3.93 -5.27  -0.502
H 5.96 1.82 -2.71  0.410
C -1.18 1.77 1.75  0.059
H 4.18 -3.48 3.62  0.415
C 3.39 -3.01 3.01  -1.025
H -3.45 3.19 3.43  0.384
H -0.23 5.50 2.29  0.475
Pb -0.24 -1.32 2.06  0.953
H 0.41 -1.99 -0.30  -0.270
H 1.71 -3.06 -2.13  0.394
C -2.49 3.72 3.50  -1.260
H -3.92 1.12 -3.00  0.457
H 0.50 4.36 1.11  0.336
H 5.07 -0.99 4.70  0.399
C -2.51 4.02 0.55  -1.162
H -2.14 -0.57 -2.60  0.543
H -2.68 4.79 3.66  0.431
P 2.88 -1.46 3.78  0.924
C -0.16 2.15 -3.22  -0.485
H -0.52 -0.75 -5.02  0.401
H -1.41 1.66 -0.42  -0.487
H 3.78 -2.79 2.01  0.298

---

No. 4
A molecular structure, C5H8O. Source: the Open Molecules 2025 dataset; level of theory: wB97M-V/def2-TZVPD.

Summary:
**HOMO energy**: -8.990 eV
**Energy**: -7360.044 eV
**Gap between HOMO and LUMO**: 10.19 eV
**Energy relative to the best compared isomer or geometry (same formula, charge and spin)**: 213.4 kJ/mol
**Molar mass**: 84.1 g/mol

Last column: Mulliken charge in e.
Geometry (Å):
H 0.41 0.78 1.81  0.290
H -1.65 -1.49 0.43  0.249
H 2.64 -0.35 0.04  0.215
H -2.12 0.99 0.25  0.250
H -1.64 0.92 -1.52  0.231
C -0.16 0.00 -0.21  0.803
C -1.26 -0.97 -0.45  -0.757
H -1.30 -1.55 -1.37  0.259
C 0.70 0.07 1.04  -0.465
H 2.31 1.39 0.07  0.233
C 1.84 0.39 0.05  -0.332
C -1.52 0.52 -0.52  -0.717
O 0.95 0.25 -1.08  -0.472
H 0.82 -0.93 1.47  0.213

---

No. 5
A molecular structure, C25H14BrN4O10SW. Source: the Open Molecules 2025 dataset; level of theory: wB97M-V/def2-TZVPD.

Summary:
**HOMO energy (spin up / spin down)**: -3.442 / -4.496 eV
**Net charge**: -1
**Energy**: -135292.476 eV
**Gap between HOMO and LUMO (spin up / spin down)**: 4.56 / 5.63 eV
**Energy relative to the best compared isomer or geometry (same formula, charge and spin)**: 374.9 kJ/mol
**Molar mass**: 826.2 g/mol

Last column: Mulliken charge in e.
Geometry (Å):
H 3.14 0.59 -2.00  0.480
O 0.76 1.42 1.00  -0.901
H -4.25 0.88 -3.38  0.466
O 0.99 0.26 -0.81  -0.752
C 0.47 -2.89 0.11  0.221
O 2.67 -2.40 0.91  -0.746
H -0.63 -5.99 -0.65  0.413
C 2.83 1.66 -0.18  -0.118
O 7.31 2.90 -1.74  -0.624
O -4.15 -2.28 -0.57  -0.775
H 0.09 -1.00 -2.27  0.518
H -0.74 -1.29 -4.55  0.425
C -1.82 -4.20 -0.60  -0.783
C -3.27 0.46 -3.19  -0.500
N -0.67 -2.16 -0.11  0.754
H -3.21 3.12 4.14  0.404
C -3.03 -2.01 -0.18  0.078
C 1.50 -2.10 0.83  0.278
C -2.72 2.34 3.58  -0.072
N -1.53 0.08 -1.59  0.001
O -1.30 -2.01 2.78  -0.425
O -1.76 -1.73 5.00  -0.813
C -1.76 1.55 1.56  0.418
C -2.43 1.12 4.23  -0.767
H -2.77 -4.68 -0.80  0.516
C -1.83 -2.84 -0.37  0.751
O -2.72 -0.89 0.46  -0.677
H 1.45 -4.75 0.13  0.527
C -0.64 -4.92 -0.50  -0.526
C 3.36 2.53 0.76  -0.330
S -3.80 1.31 -0.66  0.130
C 4.63 3.06 0.58  -0.587
O 7.13 3.99 0.10  -0.623
C 4.84 1.80 -1.49  -0.572
C 3.57 1.29 -1.30  -0.354
H 5.44 1.54 -2.35  0.473
O 0.94 -1.03 1.36  -0.662
H 2.76 2.79 1.63  0.539
N -1.46 0.49 2.28  0.508
H -2.73 0.94 5.25  0.512
C -1.81 0.12 3.51  0.507
C -2.44 2.56 2.23  -1.374
W -0.76 -0.24 0.57  1.979
C -1.34 -0.74 -3.84  -1.065
H -2.76 3.47 1.74  0.482
Br -3.91 3.32 -1.55  -0.232
H 5.07 3.74 1.29  0.475
C -2.74 0.57 -1.91  0.343
H -2.97 -0.31 -5.17  0.402
C 5.34 2.67 -0.54  0.057
C 1.46 1.09 0.02  0.596
C 0.52 -4.24 -0.09  -0.650
C -0.87 -0.59 -2.55  -0.144
N 6.70 3.23 -0.74  1.022
C -2.56 -0.20 -4.17  -0.409
C -1.58 -1.39 3.82  0.206

---

No. 6
10 unconnected molecules or ions with the total composition C40H110N10O10. Source: the Open Molecules 2025 dataset; level of theory: wB97M-V/def2-TZVPD.

Summary:
**HOMO energy**: -8.820 eV
**Energy**: -78629.688 eV
**Gap between HOMO and LUMO**: 9.27 eV
**Energy relative to the best compared isomer or geometry (same formula, charge and spin)**: 586.6 kJ/mol
**Molar mass**: 891.4 g/mol

Last column: Mulliken charge in e.
Geometry (Å):
H -1.26 11.16 18.29  -0.347
C -0.03 7.76 10.81  -1.027
H 1.66 7.80 21.08  0.356
H 3.32 13.16 11.12  0.237
H -5.82 16.92 11.22  0.427
H 4.42 10.53 11.84  0.279
H -3.46 15.23 17.61  0.062
H -2.55 16.50 11.16  0.428
C 1.06 8.10 18.64  0.265
C -4.75 13.79 13.55  -1.367
C 1.12 8.15 17.13  0.531
H -3.08 10.93 13.80  -0.036
H 2.94 10.13 22.32  0.335
H -4.57 16.21 18.48  0.332
H 0.68 17.96 18.10  0.365
C -0.84 16.33 19.14  -0.572
H -4.75 17.69 7.18  0.336
C -1.90 11.33 11.93  -1.246
O 2.91 13.03 20.05  -0.353
H 2.25 15.55 13.96  0.253
C -4.41 17.98 8.17  -1.354
O -1.03 17.74 19.34  -0.434
H -0.21 13.66 14.35  -0.464
H -4.92 12.82 13.09  0.319
C -5.37 9.67 10.81  -0.892
H 1.52 11.90 12.38  -0.293
H 3.80 13.49 8.82  0.268
C 2.59 11.93 20.86  -0.682
H 0.55 6.98 10.31  0.320
H 0.49 12.18 17.70  0.153
H -3.76 15.81 12.20  0.231
H 0.39 19.20 19.38  0.342
C 2.99 14.19 11.09  -0.710
C -5.54 17.53 9.11  0.411
C 1.90 13.94 20.22  -0.573
C 2.59 14.62 13.49  -0.588
H 1.02 13.70 19.64  -0.038
H 0.95 13.69 17.06  0.643
H -6.33 10.14 10.57  0.251
H -2.33 10.84 21.05  0.451
C -5.03 17.07 10.49  -0.896
C -1.06 13.77 15.02  1.246
H 0.57 20.89 17.21  0.367
C -3.51 9.48 12.29  -1.329
C 1.29 13.26 9.55  -0.868
H -1.50 18.64 17.04  -0.206
O -2.61 8.80 19.01  -0.285
C 2.20 14.42 9.71  0.364
H 2.06 13.89 14.11  -0.038
H 2.76 6.35 20.85  0.279
H 1.54 10.91 13.78  -0.875
H -3.48 10.47 18.41  0.063
N -6.24 13.31 15.50  -0.840
C -3.27 9.99 19.36  -0.649
H -0.80 9.14 16.50  0.364
H -2.56 11.99 11.36  0.452
H -1.75 9.03 14.13  0.333
H -1.62 8.54 20.78  0.270
H -3.51 17.40 8.39  0.313
C 1.87 6.89 20.52  -0.811
H 4.72 9.58 19.07  0.322
H -4.61 14.55 18.87  0.354
O -4.34 15.84 10.25  -0.359
H -6.03 16.75 8.53  0.270
H -4.47 17.83 11.03  0.459
H -0.78 20.85 16.09  0.413
H -6.27 13.35 16.51  0.352
H 0.89 6.76 15.64  0.228
N 3.21 14.28 8.62  -0.807
H 3.32 9.02 21.16  0.155
H -1.22 11.20 15.37  -0.876
H -1.76 16.91 14.76  0.275
H 4.71 11.44 20.78  0.291
O -4.71 10.16 11.90  -0.273
H 1.65 15.36 9.66  0.335
H 0.16 7.64 19.03  0.497
N -1.90 20.28 18.39  -0.780
C -1.00 13.00 16.31  1.534
C -1.09 16.12 14.42  -0.837
H -3.81 15.60 15.64  0.118
H -0.57 16.00 18.14  0.234
H 1.78 9.33 10.02  0.590
H -1.29 20.93 18.87  0.309
H -3.06 9.08 11.38  0.495
N -1.21 11.07 19.29  0.579
C -4.82 15.19 15.69  -0.694
C -2.44 11.05 19.98  0.153
H -1.94 13.53 14.42  -0.760
H -5.49 15.89 15.20  0.416
H -0.09 15.87 19.79  0.375
N 0.76 6.83 16.64  -0.683
H -1.78 15.80 19.30  0.166
H 1.44 6.27 17.13  0.315
H 2.27 14.92 19.91  0.359
H 0.49 13.18 10.29  -0.062
H -3.29 7.98 20.69  0.343
H -2.37 13.25 20.23  0.337
H -1.43 15.92 13.40  0.095
H -6.52 19.04 8.24  0.291
H 1.08 9.09 19.08  -0.576
H 3.03 11.61 13.42  0.636
H 1.14 12.24 16.15  -0.042
N 3.67 10.56 11.17  -0.469
H 0.82 10.63 10.72  0.041
O 2.09 14.60 12.15  -0.170
N -1.58 11.64 16.21  0.839
H -0.80 7.24 11.38  0.296
H -1.26 12.08 12.39  -0.166
H 2.68 9.27 12.52  0.267
C -3.30 15.71 11.22  -0.944
C 0.28 9.21 16.40  -0.087
N 3.63 9.86 21.64  -0.664
C 1.36 9.71 10.94  -0.686
H -3.41 12.58 18.94  -0.208
H -3.88 8.57 12.77  0.472
C -4.91 13.80 15.12  2.495
H -2.56 11.69 15.98  -0.027
H -0.04 16.35 14.61  0.185
H -1.45 13.60 17.11  -0.507
H -5.58 8.60 10.82  0.303
H -6.90 14.02 15.23  0.345
H 2.98 9.78 19.01  0.317
H -3.74 14.01 13.20  -0.160
H 2.67 14.07 7.79  0.305
C -0.07 18.55 18.63  -0.758
H 2.12 8.54 16.98  0.042
H 3.67 14.55 13.54  0.427
H 0.73 13.33 8.61  0.409
C -0.13 20.22 16.70  -1.580
H 1.58 11.60 20.65  0.320
O -5.43 15.25 17.04  -0.507
H 0.61 9.41 15.38  -0.062
O 0.54 8.71 11.63  -0.500
O -1.33 15.08 15.42  0.194
C -2.35 8.05 20.14  -0.828
H -0.93 9.17 12.83  -0.106
H -4.22 9.82 19.88  0.556
H 3.88 14.82 11.11  0.481
C 3.77 10.90 20.70  0.387
H -2.80 14.75 11.18  0.533
H -4.10 13.25 15.59  -1.346
O 2.11 7.21 19.19  -0.450
C -2.57 10.44 12.98  1.342
H -3.91 12.43 20.65  0.542
H -4.05 19.01 8.16  0.339
H -4.77 10.03 9.97  0.362
H -5.35 14.53 13.01  0.572
C -4.47 15.23 18.03  -0.572
N -6.50 18.59 9.14  -0.732
H 1.83 12.32 9.62  0.283
H 1.54 14.17 21.23  0.436
C 2.49 10.15 11.91  0.230
H -0.71 10.21 19.49  -0.312
H 1.05 6.17 20.59  0.295
H -0.53 8.34 10.03  0.422
H -1.40 10.62 11.27  0.291
H 2.58 12.32 21.88  0.491
H -6.05 19.31 9.70  0.283
H 0.59 10.16 16.83  -0.722
N -1.46 9.74 13.47  0.223
C 2.15 11.20 12.93  0.234
C 0.44 12.77 16.79  -1.558
C 3.91 10.27 19.31  -1.561
H 3.92 9.94 10.42  0.245
H -2.06 7.01 20.04  0.323
C -0.98 19.39 17.64  1.088
H -2.17 19.71 19.18  0.319
C -3.07 12.45 19.97  -1.173
H 3.93 11.12 18.63  0.530
H 0.52 19.65 16.03  0.372

---

No. 7
A molecular structure, C26H38BrNOP2Pt. Source: the Open Molecules 2025 dataset; level of theory: wB97M-V/def2-TZVPD.

Summary:
**2S+1**: 5
**HOMO energy (spin up / spin down)**: -19.138 / -21.127 eV
**Net charge**: +4
**Energy**: -122934.242 eV
**Gap between HOMO and LUMO (spin up / spin down)**: 6.25 / 4.93 eV
**Energy relative to the best compared isomer or geometry (same formula, charge and spin)**: 111.9 kJ/mol
**Molar mass**: 717.5 g/mol

Last column: Mulliken charge in e.
Geometry (Å):
C 2.06 -2.21 -0.05  -0.764
H -2.12 -3.81 -3.98  0.306
H 3.48 -0.37 -2.37  0.283
H -3.78 -0.07 -4.20  0.430
C 1.34 0.03 -1.96  0.515
O -0.35 -1.51 3.16  -0.339
H 3.17 -2.46 -1.94  0.320
H 4.16 0.50 -0.34  0.295
H 1.86 0.61 1.73  0.527
H 2.94 4.77 -0.12  0.550
H -1.63 -4.79 -2.58  0.349
Pt -1.23 -0.70 0.39  1.695
C 3.72 0.43 0.66  -1.465
H 0.92 3.25 -3.68  0.549
H 2.64 0.53 -3.63  0.456
H 4.86 5.39 -1.58  0.439
C -2.07 1.05 1.79  -1.030
H 0.70 0.93 -1.99  -0.035
C 1.73 4.05 -1.79  -0.188
C -0.73 -2.81 -2.62  -0.132
C -2.66 3.13 -0.02  -0.589
H -0.05 1.96 1.88  0.739
H -2.91 3.95 -0.69  0.505
C 3.32 -2.54 -0.86  -1.469
C 1.75 3.73 -3.17  -0.278
C -1.07 2.05 1.48  -0.440
C 2.88 4.12 -3.90  -0.454
H -3.26 -2.87 0.24  0.704
H 0.86 -0.71 -2.62  -0.259
H 2.94 3.93 -4.98  0.450
H -4.86 -2.53 -1.74  0.363
H -4.97 -4.12 -0.99  0.451
H 4.19 1.23 1.26  0.442
P 1.13 -0.59 -0.22  0.051
H -4.12 -3.96 -2.52  0.299
Br -4.16 -0.68 0.66  0.216
H -4.60 2.07 -0.28  0.576
H -0.40 -2.07 -3.36  0.395
H 4.19 -1.93 -0.58  0.333
C -3.02 -3.24 -0.77  -0.698
H 3.08 1.36 -2.14  0.124
C 2.20 0.63 0.69  0.016
C 0.63 3.78 -0.94  -0.590
C -2.72 -0.59 -2.42  0.034
C -4.31 -3.46 -1.56  -1.380
C 2.72 0.40 -2.53  -1.303
C -3.25 -0.94 -3.81  -1.319
H -2.44 -4.17 -0.63  0.574
C -1.35 3.04 0.53  0.842
H -0.52 -4.50 -3.92  0.454
C -0.65 -1.32 2.05  0.111
H 1.31 -2.99 -0.22  0.594
C -3.59 2.09 0.14  -0.489
P -1.92 -1.97 -1.51  0.005
H -3.53 -0.22 -1.78  0.181
H 0.15 -3.04 -1.99  0.221
H -1.97 0.22 -2.45  0.216
H 1.93 1.62 0.28  -0.209
H 2.31 -2.25 1.02  0.638
C -0.23 3.78 -0.06  0.728
C -3.16 0.98 0.86  0.231
H 3.60 -3.58 -0.66  0.447
N 3.96 4.68 -3.33  0.108
H -2.29 0.70 2.81  0.626
C -1.29 -4.04 -3.31  -1.311
C 3.96 4.94 -2.02  -0.541
H 4.03 -0.52 1.10  0.357
H -3.97 -1.75 -3.77  0.303
H -2.44 -1.19 -4.51  0.369
C 2.88 4.60 -1.20  -0.137

---

No. 8
A gas-phase ion, C6H15N (charge +1). Source: the Open Molecules 2025 dataset; level of theory: wB97M-V/def2-TZVPD.

Summary:
**2S+1**: 2
**HOMO energy (spin up / spin down)**: -14.276 / -14.268 eV
**Net charge**: +1
**Energy**: -7945.117 eV
**Gap between HOMO and LUMO (spin up / spin down)**: 11.04 / 6.07 eV
**Energy relative to the best compared isomer or geometry (same formula, charge and spin)**: 221.9 kJ/mol
**Molar mass**: 101.2 g/mol

Last column: Mulliken charge in e.
Geometry (Å):
C 0.35 0.99 -0.11  -0.529
H -0.81 2.34 1.73  0.399
H 0.62 -0.04 2.73  0.222
H -2.13 1.45 2.37  0.504
H -0.24 -1.38 2.29  0.319
H 0.72 -0.84 -2.91  0.360
C 0.01 0.50 -1.47  -0.663
H -1.27 -0.32 0.53  0.382
C 1.27 -1.79 -0.93  -1.088
H -0.44 -1.65 -1.91  0.311
H 2.23 -1.33 -0.89  0.384
H 1.40 -2.70 -1.61  0.376
H -2.12 1.67 0.77  0.390
H 1.37 0.59 0.11  0.322
H 0.53 1.16 -2.26  0.373
N -0.02 -0.41 2.16  -0.079
C 0.40 -0.92 -1.81  -0.344
H -1.11 0.60 -1.63  0.207
H 0.94 -1.88 0.13  0.108
C -1.50 1.52 1.59  -1.502
H 0.41 2.12 0.10  0.410
C -0.63 0.35 1.02  0.134